Formula: C49H36N3O8S3Ta
Source: the OMol25 dataset
Level of theory: ωB97M-V/def2-TZVPD

The LUMO energy is -6.750 eV. Its energy above the lowest of the compared OMol25 structures with the same formula, charge and spin is 151.93 kJ/mol. The total charge is +2. The value obtained for the HOMO-LUMO gap is 6.320 eV.

Last column: Mulliken charge in e.
Positions of all 100 atoms, in Å:
Ta 1.9747 0.1474 -1.2274  2.1061
C -1.9324 -3.1451 5.8048  -1.7277
C -1.1801 -2.9178 4.5269  0.8844
C -1.0033 -1.6275 4.0271  -0.7996
C -0.3175 -1.3971 2.8494  0.0439
C 0.2063 -2.4824 2.1689  0.7618
C 0.0895 -3.7777 2.6592  -0.8187
C -0.6182 -3.9870 3.8292  -0.9947
S 1.0548 -2.3800 0.6298  0.1970
O 1.2587 -0.8169 0.4307  0.3866
C -0.0659 -2.8405 -0.6527  2.3990
C 0.4934 -3.7930 -1.5370  -1.6406
C -0.1908 -4.1497 -2.6583  -1.1092
C -1.4338 -3.5502 -2.9626  0.7197
C -2.1373 -3.8874 -4.1445  -1.2500
C -3.3454 -3.3189 -4.4144  -0.6768
C -3.9123 -2.3826 -3.5190  -0.9452
C -3.2619 -2.0332 -2.3748  -0.9946
C -1.9983 -2.6035 -2.0628  1.2273
C -1.2989 -2.2637 -0.8699  -1.5821
C -2.0277 -1.4458 0.1459  0.2537
C -2.9182 -2.1462 1.0164  1.0186
C -3.0020 -3.5620 1.0268  -0.7572
C -3.8512 -4.1994 1.8847  -0.9310
C -4.6646 -3.4634 2.7723  -0.8266
C -4.6106 -2.0995 2.7805  -1.1390
C -3.7384 -1.4101 1.9055  0.9353
C -3.6788 0.0056 1.8948  -1.3074
C -2.8234 0.6654 1.0681  -0.6059
C -1.9792 -0.0714 0.2006  0.8136
S -0.8946 0.7953 -0.9279  1.5386
O -1.5639 1.0647 -2.2117  -0.8170
C -0.7101 2.3400 -0.0553  0.6198
C -0.1083 2.3816 1.1985  0.1606
C 0.0397 3.6017 1.8333  -1.1969
C -0.3945 4.7867 1.2291  1.0160
C -0.2523 6.0998 1.9456  -1.5859
C -0.9777 4.7118 -0.0327  -1.0883
C -1.1401 3.4934 -0.6817  -0.9227
H -2.7427 -2.4259 5.9180  0.3889
H -1.2668 -3.0294 6.6625  0.3612
H -2.3500 -4.1497 5.8440  0.4206
H -1.4291 -0.7877 4.5630  0.4252
H -0.2207 -0.3973 2.4546  0.3707
H 0.5277 -4.6160 2.1285  0.5139
H -0.7321 -4.9947 4.2075  0.4351
H 1.4707 -4.2103 -1.3331  0.5338
H 0.2272 -4.8789 -3.3403  0.4975
H -1.6989 -4.6054 -4.8254  0.4922
H -3.8783 -3.5814 -5.3183  0.4370
H -4.8715 -1.9400 -3.7509  0.4758
H -3.7008 -1.3072 -1.7047  0.5072
H -2.3929 -4.1431 0.3469  0.4284
H -3.9093 -5.2798 1.8805  0.4910
H -5.3383 -3.9862 3.4378  0.4601
H -5.2402 -1.5248 3.4481  0.5155
H -4.3346 0.5639 2.5511  0.4793
H -2.7993 1.7453 1.0657  0.7285
H 0.2271 1.4715 1.6822  0.1650
H 0.4886 3.6409 2.8192  0.5884
H -0.9104 6.1315 2.8154  0.3233
H -0.5110 6.9369 1.3007  0.4021
H 0.7662 6.2450 2.3071  0.3573
H -1.3236 5.6179 -0.5146  0.4481
H -1.6063 3.4306 -1.6576  0.6460
O 3.7609 -3.0598 -2.8715  -0.4618
C 3.4977 -1.9767 -2.4891  0.7443
O 2.4244 -1.6680 -1.7017  -0.2076
C 4.3262 -0.6835 -2.7206  0.1731
O 5.3188 -0.6269 -3.3531  -0.4545
O 3.7292 0.3461 -2.0685  -0.8565
O 1.1650 0.1040 -3.1076  -0.3069
N 0.9887 1.1877 -3.8013  -0.9522
N 1.2636 2.2124 -3.1454  1.0207
O 1.6449 2.0744 -1.8762  -0.2835
C 1.1532 3.5337 -3.7028  0.3906
C 1.4025 4.6201 -2.8817  0.1852
C 1.2956 5.8917 -3.4215  -0.9686
C 0.9480 6.0573 -4.7539  -0.5032
C 0.7035 4.9493 -5.5576  -0.6741
C 0.8046 3.6721 -5.0396  -0.5605
H 1.6698 4.4785 -1.8465  0.4185
H 1.4903 6.7538 -2.7988  0.4531
H 0.8696 7.0519 -5.1705  0.4352
H 0.4361 5.0800 -6.5966  0.4294
H 0.6192 2.8046 -5.6558  0.5233
S 4.0961 3.1376 1.6892  -0.2213
C 3.0137 2.5528 0.5398  -0.0533
N 3.0361 1.2574 0.3318  0.4298
C 4.0031 0.6304 1.1380  0.4213
C 4.3357 -0.7244 1.1602  -0.1413
C 5.3327 -1.1379 2.0172  -1.2141
C 5.9994 -0.2303 2.8507  -0.6646
C 5.6826 1.1102 2.8345  -0.5612
C 4.6789 1.5270 1.9640  0.4232
H 2.3430 3.2076 0.0063  0.0485
H 3.8382 -1.4473 0.5260  0.3427
H 5.6107 -2.1825 2.0429  0.4857
H 6.7793 -0.5867 3.5089  0.4489
H 6.2027 1.8161 3.4672  0.4547


Formula: C49H37BrF4N3P3W
Source: the OMol25 dataset
Level of theory: ωB97M-V/def2-TZVPD

The LUMO energy (alpha / beta) is -13.487 / -13.485 eV. The total charge is +4. The value obtained for the HOMO-LUMO gap (alpha / beta) is 5.423 / 5.426 eV.

Last column: Mulliken charge in e.
Positions of all 98 atoms, in Å:
W -0.4256 1.0044 0.2241  2.3752
F 4.2655 6.4465 -0.5248  -0.2181
C 3.7928 5.2445 -0.3633  0.5327
C 4.6477 4.1708 -0.2254  0.3300
F 5.9397 4.3587 -0.2632  -0.2249
C 4.1390 2.8936 -0.0574  0.0116
F 5.0164 1.9055 0.0217  -0.3494
C 2.7714 2.6550 -0.0042  -0.3246
P 2.1140 0.9668 0.0054  0.0814
C 2.9832 0.0910 1.2946  1.2926
C 3.4657 0.7764 2.4091  -1.0396
C 4.1401 0.0778 3.4030  -1.1086
C 4.3199 -1.2980 3.2910  -0.8775
C 3.8351 -1.9814 2.1792  -0.5035
C 3.1668 -1.2888 1.1784  -1.1067
C 2.5525 0.3539 -1.6307  1.4036
C 1.6964 0.6942 -2.6866  -0.3257
C 2.0473 0.4093 -3.9949  -0.5939
C 3.2592 -0.2258 -4.2523  -1.0057
C 4.1084 -0.5774 -3.2089  -0.8522
C 3.7659 -0.2822 -1.8934  -0.6377
C 1.9609 3.7630 -0.1525  0.7554
Br 0.0694 3.5788 -0.1635  0.0316
C 2.4244 5.0379 -0.3329  0.2755
F 1.5946 6.0588 -0.4714  -0.2618
H 3.3566 1.8546 2.4897  0.5446
H 4.5525 0.6109 4.2545  0.5185
H 4.8599 -1.8381 4.0628  0.4941
H 4.0010 -3.0501 2.0859  0.5703
H 2.8350 -1.8134 0.2880  0.6951
H 0.7584 1.1952 -2.4996  0.0385
H 1.3899 0.6862 -4.8143  0.6386
H 3.5483 -0.4371 -5.2769  0.5124
H 5.0512 -1.0698 -3.4185  0.5227
H 4.4528 -0.5275 -1.0922  0.4817
C -2.8046 -1.4971 0.8783  -1.2094
N -1.9680 -0.6747 -0.0634  -0.0949
P -2.6642 0.6997 -0.9428  0.1779
C -4.3733 0.3449 -1.3400  0.9768
C -4.6536 -0.3843 -2.5050  -0.3862
C -5.9647 -0.7326 -2.7835  -0.8076
C -6.9850 -0.3438 -1.9211  -0.6935
C -6.7037 0.4059 -0.7798  -0.8542
C -5.3990 0.7633 -0.4827  -0.4016
C -2.7094 1.9230 0.4426  0.6105
C -2.7583 1.6794 1.8277  0.3895
C -3.0308 2.7232 2.7037  -0.9358
C -3.2990 3.9909 2.2112  -0.7691
C -3.2842 4.2487 0.8307  -0.8149
C -2.9724 3.2358 -0.0431  -0.6339
P -0.4472 -1.3011 -0.6799  2.2954
C -0.3044 -2.9197 0.0658  0.3757
C 0.5524 -3.2540 1.1197  0.6799
C 0.5592 -4.5492 1.6177  -0.8877
C -0.2786 -5.5075 1.0627  -0.8196
C -1.1224 -5.1802 0.0017  -0.8277
C -1.1326 -3.8961 -0.5124  -1.0370
C -0.3057 -1.5501 -2.4394  1.0394
C 0.7540 -2.4019 -2.7787  -1.3037
C 0.9998 -2.6910 -4.1106  -0.8368
C 0.1967 -2.1413 -5.1035  -0.6524
C -0.8429 -1.2785 -4.7691  -1.0565
C -1.0822 -0.9650 -3.4403  -0.2411
H -3.1496 -2.3778 0.3528  0.3509
H -3.6659 -0.9176 1.1893  0.6895
H -2.2317 -1.8061 1.7462  0.3142
H -3.8729 -0.6775 -3.1971  0.3835
H -6.1922 -1.2930 -3.6828  0.4978
H -8.0095 -0.6156 -2.1439  0.4390
H -7.5058 0.7217 -0.1233  0.4861
H -5.2038 1.3662 0.3957  0.4070
H -2.6713 0.6803 2.2199  0.3056
H -3.0801 2.5328 3.7706  0.5957
H -3.5448 4.7908 2.9016  0.5184
H -3.5278 5.2375 0.4550  0.5332
H -2.9749 3.4316 -1.1139  0.5862
H 1.2314 -2.5346 1.5490  -0.3679
H 1.2211 -4.8078 2.4380  0.5532
H -0.2706 -6.5203 1.4500  0.4675
H -1.7664 -5.9343 -0.4342  0.4827
H -1.7744 -3.6633 -1.3542  0.5530
H 1.3738 -2.8582 -2.0125  0.4028
H 1.8089 -3.3648 -4.3732  0.5112
H 0.3817 -2.3829 -6.1442  0.4806
H -1.4607 -0.8442 -5.5467  0.5114
H -1.8640 -0.2631 -3.2159  0.2859
N 1.0457 -3.1547 4.6980  -0.4314
C 0.8226 -2.0419 4.4941  -0.2895
C 0.6000 -0.6660 4.1144  0.6765
C 0.7931 0.4209 4.9615  -0.7141
C 0.6015 1.7013 4.4539  -1.2578
C 0.2383 1.8622 3.1388  -0.4885
N 0.0454 0.7996 2.3186  0.5617
C 0.2206 -0.4355 2.8146  0.5084
H 1.0865 0.2654 5.9951  0.5891
H 0.7399 2.5760 5.0781  0.6629
H 0.0835 2.8438 2.7201  0.5550
H 0.0402 -1.2616 2.1596  -0.3175


no.,electronic energy (Eh)
1,-3906.21747
2,-6116.82198